Formula: C31H31AsN4O4PSe4Ti
Source: OMol25
Level of theory: the ωB97M-V functional and the def2-TZVPD basis

Values from the calculation:
Lowest unoccupied orbital energy = 2.0 eV
ΔE to the lowest compared entry with this formula, charge and spin = 1.250 eV
Maximum force = 0.0256 Eh/bohr

ORCA input file:
```
! RIJCOSX wB97M-V def2-TZVPD def2/J DEFGRID3
* xyz -1 1
Ti 0.8347 -0.5002 0.1742
O 3.8444 0.3785 2.8040
C 3.0734 0.2998 1.8709
O 2.1935 -0.6089 1.6199
C 3.0742 1.3783 0.7943
C 3.9818 2.4068 0.6236
C 3.8278 3.2352 -0.4844
C 2.8081 3.0121 -1.4031
C 1.9423 1.9636 -1.1568
N 2.0767 1.2238 -0.0651
C 0.7663 1.5178 -2.0074
O 0.4131 2.1847 -2.9640
O 0.2266 0.4346 -1.5621
H 4.7836 2.5277 1.3382
H 4.5195 4.0533 -0.6426
H 2.6722 3.6195 -2.2864
Se -0.8063 -0.2636 2.1409
Se -1.0261 -1.9505 3.8678
Se -0.0964 -3.9650 3.2617
Se 0.9642 -2.5589 -0.7079
C -4.6551 -2.9238 0.9258
N -3.4111 -3.6959 0.5071
C -3.5933 -4.1826 -0.9233
N -3.9025 -3.1073 -1.8022
C -5.0823 -2.3902 -1.3353
N -4.9403 -1.8635 0.0170
C -3.9257 -0.7887 0.0818
P -2.2121 -1.3296 -0.4108
C -2.1881 -2.8433 0.6520
C -2.7492 -2.1969 -1.9767
H -4.4563 -2.5425 1.9274
H -5.4758 -3.6445 0.9465
H -3.2895 -4.5028 1.1234
H -4.4079 -4.9103 -0.9013
H -2.6562 -4.6614 -1.2052
H -5.9389 -3.0706 -1.3589
H -5.2721 -1.5570 -2.0112
H -3.8723 -0.4160 1.1084
H -4.2511 0.0372 -0.5546
H -2.1140 -2.5604 1.7033
H -1.3118 -3.4430 0.4094
H -1.8915 -2.7718 -2.3338
H -2.9968 -1.4593 -2.7430
C -3.9064 3.2067 4.3425
C -2.5211 3.2815 4.3314
C -1.8233 3.1412 3.1421
C -2.4941 2.9482 1.9364
C -3.8815 2.8350 1.9657
C -4.5835 2.9718 3.1565
As -1.4589 2.5205 0.3229
C -2.8064 2.8429 -1.0519
C -2.7967 1.9618 -2.1309
C -3.7168 2.1028 -3.1632
C -4.6530 3.1245 -3.1240
C -4.6530 4.0233 -2.0635
C -3.7284 3.8884 -1.0389
C -0.3918 4.1569 0.1454
C -0.5167 5.0427 -0.9203
C 0.3314 6.1370 -1.0302
C 1.3165 6.3600 -0.0792
C 1.4703 5.4635 0.9694
C 0.6329 4.3628 1.0692
H -4.4510 3.3071 5.2729
H -1.9754 3.4189 5.2563
H -0.7427 3.1489 3.1736
H -4.4325 2.6274 1.0574
H -5.6631 2.8809 3.1538
H -2.0454 1.1794 -2.1731
H -3.6903 1.4194 -4.0033
H -5.3748 3.2322 -3.9245
H -5.3716 4.8335 -2.0382
H -3.7209 4.6027 -0.2238
H -1.2645 4.8713 -1.6839
H 0.2221 6.8152 -1.8678
H 1.9710 7.2188 -0.1630
H 2.2537 5.6091 1.7032
H 0.8051 3.6441 1.8623
*
```

Löwdin atomic charge list, values in e, 6 entries:
1 Ti 0.26
2 O 0.09
3 C -0.57
4 O -0.22
5 C -0.14
6 C 0.02